139
Properties=species:S:1:pos:R:3:forces:R:3 method="wB97M-V/def2-TZVPD" orbital_gap_ev=9.170 charge=0 molar_mass_g_mol=726.09 e_above_lowest_kcal_mol=116.1 energy_ha=-2412.02369
C -16.485400 1.918300 -14.563120 0.0 0.2 0.4
C -17.265430 3.216040 -14.629490 -0.2 -0.1 0.3
O -17.417690 3.555210 -15.976850 -0.3 0.2 -1.3
H -17.008710 1.046950 -14.956800 -0.3 0.3 -0.4
H -16.310030 1.656200 -13.519730 0.4 0.1 0.0
H -15.568410 2.069060 -15.132770 0.2 -0.3 0.3
H -16.774030 4.075450 -14.173360 0.5 -0.4 0.6
H -18.237570 3.124570 -14.145060 -0.2 -0.2 0.1
H -17.566730 4.501580 -16.038330 -0.1 0.0 -0.1
C -22.970710 -0.887460 -17.682520 0.0 0.3 -0.1
C -23.124590 -1.591540 -19.041770 1.1 0.4 1.8
O -24.320510 -2.326980 -19.000250 -0.5 -0.2 -0.7
H -23.063800 -1.574240 -16.841230 -0.3 -0.3 -0.2
H -23.745250 -0.127500 -17.579400 0.1 0.1 0.1
H -21.984160 -0.452470 -17.522510 0.0 0.3 -0.4
H -22.260390 -2.253230 -19.100230 -0.1 -0.3 -0.5
H -23.076460 -0.881200 -19.867120 -0.1 0.0 0.0
H -24.918380 -1.903020 -19.620260 -0.2 -0.2 0.1
C -10.257270 -8.259350 -11.851460 1.3 0.1 0.5
C -10.193070 -6.797570 -12.286390 -0.5 -0.9 1.4
O -10.913270 -6.694400 -13.476880 0.0 0.8 -0.8
H -11.258680 -8.638030 -11.646820 -0.1 0.2 -0.3
H -9.695520 -8.397410 -10.927620 0.1 0.0 0.2
H -9.748830 -8.855380 -12.609310 -0.3 -0.2 0.0
H -9.173110 -6.417500 -12.344300 0.0 -0.3 -0.7
H -10.633620 -6.188910 -11.496730 -0.3 0.3 0.1
H -11.801430 -6.981950 -13.253150 -0.2 0.0 -0.3
C -9.353400 0.456690 -14.422410 -1.0 -1.4 -0.7
C -9.309410 1.890990 -14.079350 -0.1 1.1 0.8
O -8.043800 2.211810 -13.570950 1.0 0.6 0.3
H -10.346990 0.192130 -14.784210 -0.1 0.0 -0.2
H -9.183740 -0.218230 -13.583490 0.2 0.4 0.3
H -8.652080 0.151580 -15.199040 0.1 0.3 -0.1
H -10.004240 2.174510 -13.288830 -0.1 -0.5 0.2
H -9.575660 2.608150 -14.855810 0.0 -0.4 -0.7
H -7.439080 2.278030 -14.313600 0.2 0.0 0.0
C -7.211430 5.376770 -25.397270 0.2 -0.9 0.9
C -7.711060 4.006330 -24.831860 0.0 1.0 -0.3
C -7.908260 3.853050 -23.312010 1.3 -0.2 -0.9
O -8.259290 2.475490 -23.123830 -0.5 1.6 0.1
C -8.748720 2.156740 -21.847140 0.2 -2.1 0.2
N -9.000170 3.796150 -25.438370 -0.6 -0.4 -0.7
H -7.252940 5.302710 -26.483960 -0.3 0.2 0.1
H -6.182160 5.641210 -25.154810 0.0 -0.2 0.3
H -7.846080 6.168000 -24.998180 -0.1 0.2 -0.3
H -7.070490 3.213010 -25.217110 0.3 -0.1 0.3
H -8.689060 4.541060 -22.987840 -0.2 -0.1 0.2
H -6.967380 4.087740 -22.814260 0.1 0.0 0.5
H -9.513630 2.719320 -21.311850 0.2 1.0 -0.6
H -7.924720 1.927240 -21.171530 0.2 0.4 0.3
H -9.231670 1.191940 -22.002130 -0.1 -0.2 0.1
H -9.437200 3.052600 -24.912790 -0.4 -0.1 -0.2
H -9.564960 4.628620 -25.348350 -0.2 0.1 0.0
C -12.660260 -8.651540 -26.304840 -0.1 0.4 -0.6
C -11.806910 -7.742620 -27.223790 -0.3 1.9 1.7
C -12.210320 -6.213040 -26.980290 -1.5 -1.5 -0.1
O -12.117060 -5.897540 -25.609370 1.1 -0.9 0.5
C -12.713500 -4.728280 -25.093340 0.2 -0.1 -1.4
N -10.416030 -7.909950 -26.871640 0.9 -0.3 0.0
H -12.578110 -8.352190 -25.259980 0.4 0.0 0.0
H -12.383890 -9.700230 -26.414210 0.0 0.1 0.0
H -13.721040 -8.520770 -26.518750 -0.1 -0.2 -0.3
H -11.947380 -7.907480 -28.292060 -0.1 -0.3 0.1
H -13.268340 -6.163510 -27.237680 -0.4 0.3 -0.3
H -11.669610 -5.574720 -27.679060 0.4 0.3 0.3
H -13.691720 -4.611460 -25.559760 -0.3 0.2 0.2
H -12.088040 -3.889980 -25.400200 -0.1 0.4 0.3
H -12.805370 -4.798990 -24.009530 0.1 -0.1 -0.2
H -10.266610 -7.521080 -25.951560 -0.2 -0.2 0.5
H -9.821210 -7.309920 -27.425030 0.0 0.0 -0.6
C -16.671240 -5.214100 -11.207700 -0.3 -0.5 1.0
C -16.915040 -6.767450 -11.168970 0.7 1.6 0.7
C -18.319840 -7.126500 -10.669980 1.0 0.2 -1.2
O -19.270780 -6.763410 -11.673160 -0.3 0.0 1.8
C -20.541130 -7.043300 -11.115560 -1.1 -0.2 -0.9
N -16.558320 -7.301090 -12.450230 -0.7 -0.5 -0.5
H -16.782050 -4.844980 -10.188110 -0.4 0.2 0.1
H -17.386360 -4.700930 -11.850640 -0.2 -0.2 0.0
H -15.686920 -4.837760 -11.486230 0.2 -0.8 -0.3
H -16.252670 -7.273120 -10.466360 0.3 0.4 0.4
H -18.482970 -6.672970 -9.692330 -0.4 0.4 0.0
H -18.340310 -8.205330 -10.515680 -0.2 -0.3 0.0
H -21.320000 -6.784540 -11.832840 0.2 0.1 -0.2
H -20.817400 -6.525990 -10.196780 0.6 0.4 0.2
H -20.664630 -8.108110 -10.918020 0.2 -0.3 0.1
H -16.833030 -8.271240 -12.391660 0.3 -0.6 -0.4
H -17.262250 -6.919560 -13.065890 0.0 0.1 -0.7
C -19.676320 -8.779250 -17.971480 -0.6 0.2 -0.9
C -20.850820 -7.722620 -18.165990 1.3 -0.9 0.2
C -22.250990 -8.401100 -18.133190 -0.6 -0.2 0.1
O -22.670850 -9.439480 -19.077670 1.3 1.2 0.1
C -22.452040 -9.030970 -20.421770 0.3 -0.2 -0.5
N -20.679640 -6.681940 -17.142580 -0.4 -0.4 0.8
H -18.653840 -8.422610 -18.095800 -0.2 0.7 -0.1
H -19.772360 -9.560200 -18.725790 -0.2 -0.1 -0.1
H -19.639890 -9.315240 -17.023060 -0.7 0.3 0.3
H -20.716380 -7.136900 -19.075360 0.1 -0.6 -0.4
H -23.010550 -7.620820 -18.181620 0.0 0.4 -0.2
H -22.376690 -8.825020 -17.136900 0.1 -0.4 0.0
H -22.641530 -9.844090 -21.122520 -0.3 -0.3 0.4
H -21.419270 -8.758800 -20.639520 0.3 0.1 0.4
H -23.060400 -8.191230 -20.757670 -0.3 0.2 0.4
H -21.516470 -6.139680 -16.982060 -0.4 0.4 -0.7
H -20.607910 -7.120120 -16.235410 0.5 -0.4 0.3
C -15.988470 2.666250 -23.962760 0.7 0.1 -1.4
C -15.904870 3.402330 -22.680600 1.3 0.5 0.8
C -15.929570 4.935750 -22.816510 -1.0 -0.1 0.0
O -14.854370 5.484840 -23.568550 0.1 -2.2 0.8
C -14.963860 6.800550 -23.915380 0.0 1.6 -0.5
N -16.952780 2.928300 -21.811620 -1.1 0.3 1.1
H -15.103540 2.905800 -24.552340 0.3 -0.4 0.1
H -16.778140 2.971790 -24.649180 -0.6 -0.1 0.5
H -16.042420 1.599690 -23.744490 0.0 0.0 -0.3
H -14.970260 3.134080 -22.188010 0.7 0.1 -0.3
H -16.026170 5.424760 -21.847160 0.5 0.0 0.5
H -16.921530 5.122630 -23.227830 -0.1 0.4 -0.8
H -15.171870 7.475800 -23.085400 -0.6 -0.1 0.4
H -15.684610 6.930350 -24.722710 -0.3 0.2 0.0
H -14.017590 7.206900 -24.272520 0.3 -0.6 -0.2
H -16.758730 1.986940 -21.501310 0.0 -0.6 -0.7
H -16.871070 3.361310 -20.902810 -0.2 0.8 0.2
C -12.105340 -10.813130 -17.895910 -0.5 1.5 1.5
O -11.379940 -11.214310 -18.994270 0.3 -0.6 -1.1
H -12.689610 -11.568860 -17.370970 0.2 -0.4 -0.5
H -11.424370 -10.345950 -17.184470 0.0 -0.1 0.6
H -12.771820 -10.001750 -18.188390 -0.5 0.0 0.1
H -11.223570 -10.369120 -19.421810 0.5 -0.3 -0.6
C -15.133630 -3.376510 -17.486200 0.2 -1.6 -0.1
O -16.433140 -3.114410 -17.916570 -1.0 0.8 -0.1
H -15.054600 -3.358030 -16.399220 0.4 0.7 0.1
H -14.966170 -4.425160 -17.731930 0.7 -0.2 -0.1
H -14.422480 -2.781040 -18.058720 -0.1 0.2 0.5
H -17.002140 -3.682680 -17.392280 -0.3 0.1 -0.1
C -9.659640 -5.911360 -20.001620 0.0 1.1 -1.5
O -9.795100 -6.819600 -21.118720 0.2 -0.8 1.4
H -10.549870 -5.706050 -19.407110 -0.4 -0.5 -0.2
H -8.863100 -6.142040 -19.294220 0.1 -0.7 -0.5
H -9.386060 -4.976600 -20.490990 0.1 0.5 0.5
H -10.337560 -6.451260 -21.819910 0.0 0.3 0.3

=====

158
Properties=species:S:1:pos:R:3:forces:R:3 method="wB97M-V/def2-TZVPD" orbital_gap_ev="8.510 / 4.078" spin_multiplicity=2 charge=+1 molar_mass_g_mol=955.22 e_above_lowest_kcal_mol=0.0 energy_ha=-3310.48223
C 4.429546 0.278187 -2.067902 -2.0 0.9 -1.1
O 3.854556 1.050827 -2.827212 -0.4 0.5 -0.6
N 5.454116 0.560677 -1.334572 4.0 2.3 1.8
N 4.043186 -0.918903 -1.779442 -1.1 -3.6 0.7
H 5.911946 -0.237123 -0.917432 0.6 0.9 0.2
H 5.935776 1.436077 -1.482182 0.2 -0.4 0.1
H 3.129356 -1.281483 -2.010842 0.0 -0.2 -0.6
H 4.652986 -1.378103 -1.118092 -0.9 -0.6 -0.2
C 0.550516 0.073417 -5.762852 1.0 1.8 0.4
O -0.380904 -0.634823 -5.669722 -4.5 -4.4 0.3
N 1.421896 0.273287 -4.860192 3.2 -0.3 5.2
N 0.740556 0.887317 -6.708182 -0.6 4.1 -7.5
H 1.518876 -0.552663 -4.287042 0.9 0.2 0.9
H 2.190636 0.921907 -4.951992 0.1 -0.4 -0.2
H 1.478326 1.573467 -6.778692 0.2 -0.4 0.3
H 0.218236 0.721707 -7.556632 -0.1 0.3 0.1
C 3.819016 4.794127 -0.599352 -2.1 0.2 0.6
O 2.665316 5.100557 -0.369362 -1.2 0.0 0.1
N 4.511226 3.852767 -0.085042 1.8 -4.5 3.6
N 4.546416 5.332747 -1.512692 1.1 4.2 -4.7
H 5.508116 3.850847 -0.247222 -0.4 -0.5 0.4
H 4.072856 3.214347 0.563308 0.4 0.0 0.4
H 3.973536 5.911147 -2.110492 1.0 0.6 -0.1
H 5.522876 5.146367 -1.691262 -0.5 0.2 -0.2
C 2.849286 3.533417 -4.996592 1.9 -1.2 1.7
O 2.988766 2.649847 -5.784122 0.1 -2.8 -2.1
N 2.472476 4.708357 -5.383742 -1.9 4.4 -1.3
N 3.147136 3.429537 -3.702452 -0.4 0.7 1.1
H 2.287396 5.455107 -4.729372 0.5 0.3 -0.6
H 2.374526 4.863087 -6.377012 -0.1 0.1 0.3
H 3.169166 4.271287 -3.144712 0.3 -0.5 0.1
H 3.567356 2.573707 -3.369172 0.3 -0.5 0.4
C 0.539036 -0.956113 3.675308 1.7 -4.9 -0.2
O 0.501476 -1.937673 2.943048 0.8 -1.5 -0.1
N 1.115956 -0.806833 4.845708 1.7 -0.5 2.6
N -0.043054 0.084107 3.328148 -3.6 6.2 -2.2
H 0.817086 0.037327 5.312798 0.8 -0.7 0.8
H 1.708526 -1.519703 5.246678 -0.3 0.3 0.2
H -0.523334 0.011327 2.442638 -0.2 1.0 0.0
H 0.091836 0.904127 3.902148 -0.6 0.2 -0.9
C 0.975666 -2.530903 -3.047232 -0.8 0.5 0.6
O 1.889476 -1.737763 -3.198912 1.8 1.2 -0.5
N -0.260114 -2.239323 -3.424322 -1.2 -0.4 0.3
N 1.184266 -3.629383 -2.377262 0.4 -1.5 1.1
H -0.342884 -1.565863 -4.172452 -0.7 0.3 -0.7
H -0.997404 -2.884863 -3.179782 0.0 0.3 -0.4
H 2.135106 -3.706583 -2.045522 -0.4 -0.7 0.1
H 0.441236 -4.307313 -2.285612 0.5 -0.7 0.1
C -0.686384 4.325287 1.488378 -0.6 0.2 -1.6
O -0.739534 4.400737 0.283868 0.5 0.4 -1.4
N -0.953184 3.231187 2.154618 -0.7 -3.9 1.2
N -0.479784 5.269137 2.369288 0.9 3.5 1.7
H -0.805944 2.353287 1.677438 -0.4 -0.1 0.5
H -1.044204 3.323667 3.156248 0.0 -1.0 -0.4
H -0.193984 6.202147 2.108698 -0.2 -0.2 0.2
H -0.462644 4.951457 3.327878 0.3 1.1 -0.2
C 5.622066 -0.745553 3.177308 -0.3 -1.0 -1.2
C 5.088986 0.413887 2.316828 -0.8 -0.4 1.5
C 3.878766 1.129077 2.973108 -0.7 0.2 -0.5
O 3.539186 2.333177 2.266018 0.2 0.2 -0.2
C 2.505466 3.119557 2.849668 0.3 -0.1 0.5
N 6.117046 1.297327 1.991868 1.8 2.2 -0.9
H 6.447886 -0.610183 3.875738 -0.5 0.8 0.4
H 6.078286 -1.447013 2.478798 0.1 -0.1 -0.2
H 4.785666 -1.326843 3.565418 0.1 0.1 0.6
H 4.818666 0.003967 1.343688 -0.8 -0.2 0.1
H 4.016646 1.441077 4.008358 0.5 -0.4 0.3
H 3.020076 0.460937 2.907158 -0.2 -0.2 0.3
H 2.765436 3.561957 3.811338 0.6 -0.2 0.3
H 1.621406 2.520297 3.067428 -0.2 -0.1 -0.5
H 2.302656 3.985857 2.219988 -0.2 -0.4 -0.4
H 6.434706 1.872877 2.758638 0.3 -0.4 0.7
H 5.709246 2.024037 1.421178 0.0 0.0 -0.6
C -1.077884 -7.863293 -1.886582 0.9 -0.3 -0.3
C -1.712064 -6.496813 -2.116792 -1.4 -1.6 1.6
C -1.813264 -5.616643 -0.865782 0.0 -1.1 0.2
O -2.840404 -6.082983 -0.007712 0.1 1.1 -0.2
C -2.938814 -5.272513 1.181808 0.4 -0.9 -0.3
N -0.909164 -5.829853 -3.054762 1.0 1.1 -0.8
H -0.024944 -7.703633 -1.654362 0.1 -0.1 0.7
H -0.986514 -8.388773 -2.837162 -0.3 0.1 -0.4
H -1.552094 -8.610863 -1.250682 -0.1 0.6 0.4
H -2.685374 -6.755893 -2.533492 -0.6 0.5 0.3
H -1.883114 -4.554803 -1.101822 -0.7 0.4 -0.3
H -0.832304 -5.654413 -0.392082 0.3 -0.3 0.5
H -2.152344 -5.604573 1.859538 -0.1 0.2 0.3
H -3.913584 -5.425683 1.644898 0.1 -0.1 -0.2
H -2.797314 -4.211333 0.976938 0.0 0.1 -0.2
H -1.438754 -5.045643 -3.407812 0.0 0.0 -0.6
H -0.707424 -6.489083 -3.792882 0.2 0.4 -0.5
C -1.990114 3.848327 -3.183692 -1.3 -0.8 1.1
C -0.776714 4.212757 -3.986802 -1.2 1.1 1.7
C -1.054694 5.512587 -4.706522 1.5 0.3 -1.4
O -1.109724 6.571587 -3.791592 -1.6 0.3 -0.5
C -2.387864 7.263557 -3.891232 0.6 -0.4 1.7
N 0.425286 4.326947 -3.187382 -1.4 -0.9 -2.4
H -2.864484 3.709327 -3.819502 0.2 0.1 -0.3
H -2.281154 4.575367 -2.425532 0.4 0.3 -0.1
H -1.919014 2.904077 -2.643852 0.5 -0.1 0.0
H -0.576644 3.315977 -4.573202 0.4 -0.2 -0.9
H -1.891854 5.424397 -5.398972 -0.4 -0.1 0.4
H -0.239504 5.812927 -5.364822 0.4 -0.5 -0.3
H -2.726274 7.552127 -4.886372 0.6 0.1 -0.1
H -2.253144 8.096277 -3.200922 -0.3 0.3 -0.4
H -3.138704 6.610907 -3.445812 -0.2 0.0 -0.1
H 0.582406 3.453807 -2.704632 0.4 -1.0 2.1
H 1.142936 4.528627 -3.868852 0.7 0.8 0.5
C -6.251224 -2.455483 1.244768 1.7 0.3 -0.2
C -5.976374 -0.968143 1.522938 -2.5 -0.6 0.4
C -5.787334 -0.100993 0.275558 1.1 0.3 0.8
O -5.459824 1.287197 0.639268 -1.6 -0.9 -0.3
C -4.167804 1.678297 1.040228 0.0 -1.0 -0.3
N -7.162194 -0.535273 2.318418 1.3 0.6 -0.2
H -5.320764 -2.750463 0.759658 -0.2 -0.8 -0.4
H -7.119234 -2.713543 0.638078 0.0 0.4 -0.1
H -6.309234 -3.012643 2.179808 -0.1 0.2 0.0
H -5.084714 -0.909313 2.147098 0.1 0.1 0.1
H -6.673554 -0.079863 -0.358682 -0.2 0.3 0.3
H -5.041244 -0.609193 -0.335322 0.7 0.4 -0.2
H -3.667024 0.891427 1.604288 0.2 -0.1 0.0
H -4.205494 2.545347 1.699708 -0.3 0.1 -0.3
H -3.613394 1.892767 0.126588 0.5 0.2 0.2
H -7.981724 -0.789973 1.785878 -0.2 0.0 -0.1
H -7.088384 0.470717 2.266988 -0.5 0.5 0.4
C -2.237434 -2.977053 5.995208 -1.2 -1.0 0.0
C -1.310254 -4.110783 5.472868 0.3 0.9 1.1
C -1.593864 -5.580293 5.897668 -1.2 0.6 0.1
O -1.707344 -5.725353 7.300778 -0.3 0.0 0.5
C -2.236674 -6.949613 7.794048 0.2 -0.9 -0.8
N -1.256034 -4.098733 4.024608 -0.2 -0.8 -0.1
H -2.027764 -1.981383 5.604338 0.8 -0.1 0.1
H -2.330994 -2.957473 7.081008 0.6 0.1 0.1
H -3.279674 -3.087923 5.695978 -0.2 -0.5 -0.4
H -0.367704 -3.860703 5.959868 0.7 0.0 -0.1
H -0.852024 -6.288283 5.528168 0.4 0.2 -0.2
H -2.524594 -5.806783 5.377538 -0.4 -0.4 0.1
H -2.219814 -7.024073 8.881378 0.0 0.7 -0.1
H -1.709934 -7.841573 7.454858 1.0 0.1 -0.2
H -3.217784 -7.244303 7.421648 -0.6 0.9 0.0
H -0.631044 -4.856213 3.788578 0.1 -0.2 -0.5
H -0.838834 -3.280383 3.604668 0.1 0.3 0.3
C 1.437826 1.340767 0.281428 -0.2 -0.6 0.6
C 0.535696 0.794607 -0.849772 0.0 0.2 1.6
C -0.955274 0.924117 -0.572652 -0.5 0.3 1.7
O -1.341674 0.291307 0.665928 0.3 0.4 0.1
C -1.616034 -1.062023 0.578208 -0.3 -1.5 -0.4
N 0.813606 1.579647 -1.992462 0.5 1.2 -2.4
H 1.165666 0.998437 1.279848 -0.4 -0.2 -0.1
H 1.458746 2.429167 0.336488 -0.3 0.1 -0.4
H 2.480126 1.026097 0.229508 0.1 -0.2 -0.6
H 0.729596 -0.245343 -1.112512 0.3 -0.3 0.5
H -1.560234 0.574937 -1.409422 0.0 -0.2 -0.1
H -1.280814 1.928777 -0.302862 0.6 0.5 -0.9
H -0.937544 -1.537583 -0.130032 0.0 -0.3 -0.1
H -2.641414 -1.271613 0.273628 -0.3 0.2 -0.4
H -1.513294 -1.589543 1.526498 0.3 0.3 0.2
H 0.754796 0.982437 -2.804852 -0.4 -0.1 -0.6
H 1.801606 1.786097 -2.029072 0.4 0.1 0.3